(1)
Entry from the Open Molecules 2025 dataset: a cluster of 11 separate species, C8H38F5N2O13SSi in total (wB97M-V/def2-TZVPD).

The energy comes out at -70803.6752 eV. Its highest occupied orbital energy is -11.72 eV.

The geometry in ORCA input format:
```
! wB97M-V def2-TZVPD RIJCOSX def2/J DEFGRID3
* xyz 1 1
C -1.71 -2.54 1.99
Si -0.83 -0.96 2.44
C -1.77 -0.11 3.82
C 0.92 -1.22 3.05
O -0.79 0.18 1.15
C -0.66 -0.33 -0.14
C -0.54 0.94 -0.96
N -0.68 0.75 -2.47
C -0.09 -0.51 -3.03
N -1.16 -1.49 -3.15
S -0.03 2.20 -3.31
O -0.42 3.30 -2.51
O -0.47 2.09 -4.65
C 1.81 1.93 -3.31
F 2.08 1.22 -4.41
F 2.17 1.21 -2.24
C 2.64 3.29 -3.35
F 3.31 3.41 -2.20
F 1.83 4.34 -3.53
F 3.50 3.22 -4.37
H -1.99 -2.98 2.94
H -2.60 -2.36 1.41
H -1.04 -3.20 1.45
H -1.83 0.95 3.61
H -1.22 -0.20 4.74
H -2.78 -0.50 3.93
H 0.95 -1.99 3.80
H 1.23 -0.27 3.47
H 1.58 -1.44 2.22
H 0.27 -0.89 -0.21
H -1.50 -0.96 -0.44
H 0.38 1.44 -0.73
H -1.34 1.59 -0.65
H -1.68 0.72 -2.67
H 0.32 -0.29 -4.01
H 0.73 -0.88 -2.43
H -0.75 -2.39 -3.37
H -1.66 -1.26 -4.00
O 4.07 -1.36 1.62
H 4.85 -1.01 1.18
H 4.41 -1.76 2.43
O 2.47 7.20 -2.59
H 2.06 6.40 -2.93
H 2.06 7.92 -3.08
O -0.03 -3.51 -1.01
H -0.55 -4.29 -1.20
H -0.45 -2.79 -1.48
O 1.85 -5.37 0.55
H 1.39 -6.20 0.41
H 1.36 -4.71 0.05
O -0.87 -2.90 5.33
H -1.78 -2.92 5.65
H -0.52 -3.77 5.56
O 2.72 9.01 -5.43
H 2.07 8.54 -5.97
H 3.30 8.32 -5.09
O -3.90 -3.25 4.31
H -4.83 -3.03 4.32
H -3.89 -4.19 4.52
O -5.22 -5.05 6.16
H -5.72 -5.84 6.37
H -5.22 -4.54 6.98
O 1.09 1.27 5.46
H 1.43 0.61 6.08
H 1.26 2.11 5.90
O 0.39 2.81 -7.51
H 0.01 2.70 -6.64
H -0.02 3.61 -7.86
*
```


(2)
Entry from the Open Molecules 2025 dataset: a cluster of 11 separate species, C8H38O11 in total (wB97M-V/def2-TZVPD).

The energy comes out at -31430.2929 eV. The calculation puts the energy above the lowest of the compared OMol25 structures with the same formula, charge and spin at 101.5 kcal/mol. Its highest occupied orbital energy is -9.52 eV.

The geometry in ORCA input format:
```
! wB97M-V def2-TZVPD RIJCOSX def2/J DEFGRID3
* xyz 0 1
C -0.85 3.65 0.38
O 0.52 4.05 0.64
H -1.31 4.62 0.21
H -0.80 3.06 -0.54
H -1.30 3.05 1.17
H 1.05 3.25 0.67
C -0.64 2.42 -3.72
O -1.85 2.97 -3.23
H -0.73 2.05 -4.75
H 0.16 3.15 -3.82
H -0.31 1.64 -3.04
H -2.46 2.22 -3.19
C -4.04 -1.43 1.46
O -3.33 -0.23 1.73
H -4.78 -1.23 0.68
H -3.39 -2.26 1.17
H -4.61 -1.72 2.34
H -2.80 -0.03 0.94
C -0.44 -4.47 1.03
O -1.31 -5.51 1.43
H -0.93 -3.84 0.27
H -0.07 -3.89 1.87
H 0.32 -4.86 0.33
H -1.93 -5.74 0.74
C -0.18 -0.90 -0.02
C -0.87 -0.15 -1.14
O -2.03 0.53 -0.66
H -0.77 -1.70 0.43
H -0.06 -0.19 0.81
H 0.83 -1.26 -0.21
H -1.23 -0.97 -1.78
H -0.23 0.50 -1.74
H -2.16 1.31 -1.21
C 1.89 -0.47 3.39
C 2.59 0.72 3.97
O 1.63 1.75 4.24
H 1.12 -0.17 2.67
H 1.40 -1.08 4.15
H 2.59 -1.20 2.98
H 3.41 1.10 3.35
H 3.14 0.47 4.89
H 2.15 2.50 4.52
O 3.24 -3.52 -0.42
H 2.56 -4.14 -0.72
H 3.11 -2.72 -0.95
O 2.41 1.81 -0.05
H 1.96 1.86 -0.91
H 3.26 2.24 -0.21
O -3.46 0.72 -3.18
H -3.78 -0.05 -2.69
H -4.17 1.37 -3.08
O 2.00 1.01 -1.97
H 2.29 1.27 -2.85
H 2.14 0.05 -1.94
O 3.44 -0.83 -1.38
H 3.28 0.12 -1.27
H 4.30 -0.89 -1.82
*
```


(3)
Entry from the Open Molecules 2025 dataset: the molecule C8H3Cl3F9O2 (wB97M-V/def2-TZVPD).

The energy comes out at -74460.9114 eV. The calculation puts the energy above the lowest of the compared OMol25 structures with the same formula, charge and spin at 4.9 kcal/mol. Its highest occupied orbital energy (alpha / beta) is -9.10 / -11.05 eV. The expectation value of S² is 0.75.

The geometry in ORCA input format:
```
! wB97M-V def2-TZVPD RIJCOSX def2/J DEFGRID3
* xyz 0 2
C -3.94 -2.33 1.49
C -2.92 -1.43 0.84
F -3.52 -0.20 1.01
F -1.83 -1.53 1.71
Cl -3.55 -3.76 2.30
F -5.23 -2.10 1.33
C 3.00 3.07 -1.45
C 2.89 2.17 -0.25
O 3.45 2.26 0.81
O 1.97 1.15 -0.59
C 1.81 0.23 0.40
C 0.71 -0.76 -0.10
C -0.77 -0.12 -0.25
C -1.92 -1.26 -0.58
F -2.48 -0.86 -1.74
Cl -1.40 -2.91 -0.82
F -1.02 0.57 0.91
F -0.68 0.80 -1.25
F 0.65 -1.73 0.85
Cl 1.24 -1.38 -1.66
F 2.90 -0.57 0.62
F 1.44 0.71 1.62
H 2.48 2.68 -2.35
H 2.63 4.07 -1.17
H 4.07 3.24 -1.67
*
```


(4)
Entry from the Open Molecules 2025 dataset: a structure of composition C8H4AlN2O5 (wB97M-V/def2-TZVPD).

The energy comes out at -28142.7371 eV. The calculation puts the energy above the lowest of the compared OMol25 structures with the same formula, charge and spin at 0.0 kcal/mol. Its highest occupied orbital energy is -21.13 eV.

The geometry in ORCA input format:
```
! wB97M-V def2-TZVPD RIJCOSX def2/J DEFGRID3
* xyz 3 1
O -0.01 -0.04 -5.56
C 0.00 0.13 -4.43
Al 0.01 -0.04 0.57
O 2.02 -2.50 -0.24
C 1.31 -1.62 0.00
C -1.25 1.64 0.21
O -1.90 2.58 0.02
C -1.63 -1.26 0.00
O -2.53 -1.95 -0.24
C 1.61 1.30 0.16
O 2.47 2.05 -0.06
N 0.06 0.74 4.49
C -0.05 -0.64 4.68
C -0.10 -1.21 3.44
N -0.02 -0.16 2.50
C 0.07 0.99 3.16
H 0.13 1.46 5.21
H -0.07 -1.08 5.65
H -0.19 -2.24 3.13
H 0.14 1.98 2.73
*
```


(5)
Entry from the Open Molecules 2025 dataset: a structure of composition C8H4F3NNiO4S3Sb (wB97M-V/def2-TZVPD).

The energy comes out at -106286.2826 eV. The calculation puts the energy above the lowest of the compared OMol25 structures with the same formula, charge and spin at 0.0 kcal/mol. Its highest occupied orbital energy (alpha / beta) is -2.56 / -3.27 eV. The expectation value of S² is 0.76.

The geometry in ORCA input format:
```
! wB97M-V def2-TZVPD RIJCOSX def2/J DEFGRID3
* xyz -2 2
Ni 2.19 1.52 -0.68
S 7.10 0.11 -1.32
Sb 4.90 0.36 -1.87
S 3.26 -0.43 -0.39
S 3.90 2.48 -1.77
O -0.68 4.17 -0.36
C 0.08 3.21 -0.35
O 1.26 3.16 -0.86
C -0.35 1.91 0.29
C -1.59 1.74 0.89
C -1.91 0.50 1.43
C -0.96 -0.51 1.37
C 0.26 -0.26 0.76
N 0.56 0.93 0.23
H -2.27 2.58 0.89
H -2.86 0.31 1.91
H -1.19 -1.48 1.79
H 1.02 -1.02 0.68
F -4.61 -2.06 5.85
C -4.74 -2.60 4.61
F -4.35 -3.89 4.74
F -6.07 -2.63 4.34
C -3.94 -1.78 3.53
O -4.32 -0.61 3.45
O -3.07 -2.42 2.92
*
```


(6)
Entry from the Open Molecules 2025 dataset: a structure of composition C8H5BF3O10Sn (wB97M-V/def2-TZVPD).

The energy comes out at -43507.4124 eV. The calculation puts the energy above the lowest of the compared OMol25 structures with the same formula, charge and spin at 0.0 kcal/mol. Its highest occupied orbital energy is -11.61 eV.

The geometry in ORCA input format:
```
! wB97M-V def2-TZVPD RIJCOSX def2/J DEFGRID3
* xyz 1 1
Sn 2.62 1.20 2.18
O -3.28 -5.11 3.00
C -2.22 -4.77 2.53
O -1.40 -3.87 2.97
B -0.48 -3.46 1.88
O -0.65 -4.46 0.84
C -1.73 -5.17 1.14
O -2.32 -5.98 0.47
O 0.91 -3.38 2.31
C 1.27 -2.15 2.33
O 2.33 -1.60 2.57
C 0.07 -1.29 1.90
O -0.83 -2.08 1.42
O 0.10 -0.07 1.94
C 1.01 4.92 -3.09
C 1.45 3.80 -2.12
O 0.29 2.98 -1.98
C 0.27 1.99 -1.12
O 1.07 1.77 -0.23
C -1.00 1.12 -1.30
F -1.39 1.09 -2.57
F -0.72 -0.12 -0.90
F -1.99 1.55 -0.53
H 0.15 5.38 -2.61
H 0.79 4.56 -4.09
H 1.71 5.74 -3.24
H 1.74 4.22 -1.16
H 2.22 3.16 -2.56
*
```


What is the energy in the first record?
-70803.6752 eV


Which value of energy does entry 5 give?
-106286.2826 eV


Look up the energy of the second one.
-31430.2929 eV


Which value of energy does entry 1 give?
-70803.6752 eV